(1)
DFT (wB97M-V/def2-TZVPD) results for C31H21BiCl2F3N2O9Sb as an isolated structure.

Geometry as ORCA input:
```
! RIJCOSX wB97M-V def2-TZVPD def2/J DEFGRID3
* xyz -2 1
Bi -2.24 0.30 -0.29
N -1.24 1.03 -2.58
C -0.58 2.33 -2.37
C -1.52 3.24 -1.56
O -1.61 4.43 -1.88
N -2.19 2.59 -0.61
C -3.48 3.11 -0.20
C -4.59 2.19 -0.75
O -5.74 2.60 -0.81
O -4.22 1.00 -1.13
H -2.13 1.16 -3.05
H -0.68 0.38 -3.13
H 0.35 2.16 -1.81
H -0.34 2.85 -3.29
H -3.57 3.13 0.89
H -3.65 4.12 -0.58
O -2.81 -3.81 -1.46
C -2.25 -2.84 -1.00
O -2.11 -1.70 -1.61
C -1.41 -2.96 0.31
O -1.18 -4.06 0.79
O -0.95 -1.85 0.74
Cl -3.89 2.21 7.21
C -3.78 1.68 5.55
C -4.93 1.22 4.89
C -4.87 0.79 3.60
Cl -6.30 0.23 2.81
C -3.64 0.79 2.83
O -3.66 0.38 1.63
C -2.50 1.27 3.54
C -1.18 1.36 2.95
O -0.84 1.11 1.79
C -2.59 1.70 4.88
H -5.87 1.20 5.42
H -0.40 1.70 3.67
H -1.69 2.05 5.38
F 4.02 -5.66 1.82
C 3.41 -4.55 1.31
C 2.10 -4.30 1.65
C 1.48 -3.17 1.14
C 2.18 -2.31 0.29
C 3.50 -2.60 -0.04
C 4.13 -3.73 0.48
Sb 1.21 -0.60 -0.52
C 1.59 -1.13 -2.58
C 2.66 -0.76 -3.39
C 2.75 -1.17 -4.72
C 1.75 -1.95 -5.23
F 1.83 -2.35 -6.53
C 0.65 -2.33 -4.48
C 0.58 -1.91 -3.16
C 2.83 0.78 -0.07
C 4.06 1.05 -0.68
C 4.93 2.01 -0.19
C 4.57 2.72 0.93
F 5.42 3.67 1.42
C 3.37 2.50 1.58
C 2.51 1.54 1.06
H 1.56 -4.98 2.30
H 0.44 -2.96 1.38
H 4.06 -1.96 -0.70
H 5.16 -3.97 0.23
H 3.45 -0.14 -3.01
H 3.59 -0.88 -5.34
H -0.13 -2.93 -4.92
H -0.31 -2.17 -2.59
H 4.39 0.49 -1.54
H 5.88 2.21 -0.67
H 3.11 3.09 2.45
H 1.56 1.39 1.55
*
```

For the frontier orbital gap, the calculation gives 7.14 eV. Its HOMO energy is -3.3 eV.

(2)
DFT (wB97M-V/def2-TZVPD) results for C31H21Cl4GdN7O7PSi as an isolated structure at a distorted geometry.

Geometry as ORCA input:
```
! RIJCOSX wB97M-V def2-TZVPD def2/J DEFGRID3
* xyz 0 8
Gd 11.48 10.78 13.71
N 9.21 10.82 18.02
C 9.18 10.54 16.72
N 10.23 11.04 16.13
C 10.91 11.64 17.15
N 10.34 11.50 18.34
C 12.20 12.32 16.93
C 12.77 13.11 17.93
N 13.91 13.77 17.74
C 14.51 13.62 16.56
C 13.95 12.83 15.56
N 12.78 12.21 15.72
H 8.60 10.56 18.75
H 8.40 9.98 16.23
H 12.35 13.15 18.93
H 15.44 14.15 16.39
H 14.39 12.73 14.60
O 15.08 12.19 11.61
C 13.99 11.69 11.69
O 13.29 11.68 12.78
C 13.29 11.06 10.53
C 14.01 10.90 9.36
C 13.36 10.49 8.19
C 12.04 10.24 8.11
C 11.34 10.31 9.31
C 11.92 10.64 10.54
O 11.16 10.66 11.62
N 9.91 10.18 9.18
O 9.44 10.75 8.19
O 9.29 9.55 10.01
N 14.18 10.28 7.04
O 15.39 10.47 7.12
O 13.62 9.89 6.04
H 15.06 11.15 9.35
H 11.56 9.99 7.18
Cl 8.25 11.53 13.18
C 7.74 13.12 13.64
C 6.40 13.31 13.91
C 5.96 14.59 14.21
C 6.85 15.66 14.18
C 8.20 15.48 13.88
C 8.66 14.15 13.65
P 10.38 13.67 13.13
C 11.27 15.13 13.80
C 11.23 15.22 15.21
C 11.90 16.23 15.87
C 12.63 17.18 15.12
C 12.64 17.10 13.73
C 11.89 16.12 13.06
C 10.38 13.91 11.33
C 11.63 13.96 10.66
C 11.63 13.92 9.26
C 10.46 13.88 8.53
C 9.25 13.85 9.20
C 9.19 13.90 10.59
H 5.74 12.46 13.88
H 4.92 14.80 14.44
H 6.51 16.67 14.37
H 8.94 16.27 13.90
H 10.66 14.51 15.81
H 11.93 16.31 16.97
H 13.22 17.90 15.61
H 13.24 17.82 13.17
H 11.90 16.05 11.99
H 12.57 13.94 11.23
H 12.57 13.87 8.74
H 10.52 13.84 7.47
H 8.32 13.85 8.65
H 8.22 13.86 11.02
Cl 11.75 5.32 14.77
Si 12.28 7.11 13.79
Cl 12.89 8.52 15.45
Cl 10.14 8.36 14.10
*
```

For the frontier orbital gap (alpha / beta), the calculation gives 7.88 / 4.76 eV. Its HOMO energy (alpha / beta) is -8.7 / -8.7 eV.

(3)
DFT (wB97M-V/def2-TZVPD) results for C31H21IrN8O5S as an isolated structure at a distorted geometry.

Geometry as ORCA input:
```
! RIJCOSX wB97M-V def2-TZVPD def2/J DEFGRID3
* xyz 1 2
Ir -0.61 -0.65 -0.54
O -2.01 -0.02 4.63
C -1.31 -1.16 4.61
C -0.96 -1.72 5.84
C -0.25 -2.90 5.90
C 0.14 -3.56 4.73
C -0.18 -3.01 3.51
C -0.91 -1.81 3.43
C -1.20 -1.26 2.11
O -0.66 -1.86 1.07
N -1.95 -0.20 1.97
N -2.10 0.05 0.63
C -3.16 0.66 0.21
C -3.58 0.62 -1.16
C -4.59 1.47 -1.63
C -5.12 1.30 -2.89
C -4.67 0.24 -3.67
C -3.69 -0.62 -3.23
C -3.11 -0.43 -1.98
O -2.16 -1.29 -1.57
H -2.20 0.26 3.71
H -1.28 -1.20 6.74
H 0.00 -3.31 6.87
H 0.69 -4.49 4.79
H 0.11 -3.51 2.60
H -3.80 1.09 0.97
H -4.95 2.25 -0.98
H -5.89 1.96 -3.25
H -5.10 0.09 -4.65
H -3.36 -1.45 -3.84
S 6.62 -0.89 -2.93
N 5.25 -1.20 -3.71
C 4.28 -1.11 -2.81
C 2.87 -1.33 -3.07
C 2.34 -1.72 -4.30
C 0.98 -1.94 -4.40
C 0.17 -1.76 -3.28
N 0.68 -1.38 -2.11
C 2.00 -1.16 -2.00
C 2.46 -0.78 -0.68
N 1.51 -0.66 0.25
C 1.87 -0.43 1.51
C 3.21 -0.28 1.88
C 4.19 -0.36 0.92
C 3.81 -0.63 -0.40
C 4.74 -0.77 -1.51
N 6.05 -0.62 -1.45
H 2.99 -1.86 -5.15
H 0.52 -2.26 -5.33
H -0.89 -1.92 -3.31
H 1.09 -0.34 2.24
H 3.44 -0.09 2.91
H 5.24 -0.23 1.16
C 0.64 4.72 1.55
N 0.35 3.73 0.51
C 0.05 4.12 -0.76
C -0.27 3.25 -1.74
C -0.30 1.88 -1.37
O -0.63 0.89 -2.11
N 0.03 1.51 -0.13
C 0.32 2.38 0.89
O 0.56 2.04 2.03
H 1.07 5.60 1.08
H 1.35 4.29 2.25
H -0.27 4.98 2.09
H 0.09 5.19 -0.93
H -0.51 3.57 -2.74
*
```

For the frontier orbital gap (alpha / beta), the calculation gives 7.08 / 6.23 eV. Its HOMO energy (alpha / beta) is -10.6 / -10.6 eV.

(4)
DFT (wB97M-V/def2-TZVPD) results for C31H21N9O2ReS as an isolated structure at a distorted geometry.

Geometry as ORCA input:
```
! RIJCOSX wB97M-V def2-TZVPD def2/J DEFGRID3
* xyz 2 2
Re -0.07 -0.04 0.20
S -5.08 -4.44 -3.38
N -4.87 -2.85 -3.41
C -3.84 -2.53 -2.64
C -3.29 -1.22 -2.44
C -3.76 -0.08 -3.09
C -3.09 1.11 -2.87
C -2.01 1.15 -2.00
N -1.58 0.08 -1.33
C -2.19 -1.11 -1.56
C -1.62 -2.27 -0.93
N -0.53 -2.06 -0.15
C 0.10 -3.10 0.36
C -0.31 -4.42 0.15
C -1.44 -4.66 -0.61
C -2.11 -3.57 -1.17
C -3.25 -3.69 -2.03
N -3.87 -4.80 -2.39
H -4.61 -0.15 -3.75
H -3.40 2.02 -3.37
H -1.46 2.07 -1.83
H 0.99 -2.88 0.94
H 0.25 -5.23 0.59
H -1.80 -5.66 -0.78
O 1.06 -0.50 1.90
N 0.50 -0.49 3.05
N -0.73 -0.17 3.09
O -1.40 0.08 2.01
C -1.34 -0.04 4.35
C -0.80 -0.73 5.44
C -1.35 -0.52 6.70
C -2.41 0.36 6.86
C -2.95 1.02 5.76
C -2.42 0.82 4.50
H 0.01 -1.41 5.30
H -0.94 -1.04 7.55
H -2.82 0.53 7.84
H -3.77 1.70 5.89
H -2.82 1.33 3.64
N 7.58 2.09 -5.65
C 6.69 1.66 -5.08
C 5.57 1.19 -4.35
C 4.32 1.81 -4.54
C 3.25 1.43 -3.78
C 3.39 0.40 -2.82
C 4.62 -0.26 -2.69
C 5.70 0.14 -3.44
C 2.32 0.12 -1.96
C 1.39 -0.02 -1.17
H 4.22 2.61 -5.27
H 2.29 1.92 -3.89
H 4.71 -1.08 -1.99
H 6.66 -0.34 -3.31
C 2.68 2.07 1.13
C 1.33 2.65 1.09
N 0.23 2.04 0.66
C -0.80 2.94 0.76
C -0.31 4.11 1.26
N 1.02 3.90 1.46
H 2.94 1.69 0.15
H 2.71 1.21 1.81
H 3.41 2.80 1.45
H -1.80 2.68 0.49
H -0.80 5.04 1.47
H 1.67 4.58 1.82
*
```

For the frontier orbital gap (alpha / beta), the calculation gives 5.24 / 5.60 eV. Its HOMO energy (alpha / beta) is -13.5 / -13.6 eV.

How do the records compare in energy relative to the best compared isomer or geometry (same formula, charge and spin)? In the order shown, they have 1.162, 0.000, 2.023, 0.000 eV.